1.
DFT (the ωB97M-V functional and the def2-TZVPD basis) results for a structure of composition C39H33BrLaN10O2S.

Computed properties:
Net charge: +1
LUMO (spin up / spin down) in eV: -3.57 / -3.57
E_tot in Eh: -5207.7864
HOMO-LUMO gap (spin up / spin down) in hartree: 0.2156 / 0.2152
Relative energy (zero: lowest compared OMol25 entry of this formula, charge and spin) in kJ/mol: 56.40

Atoms and positions in Å:
La -0.01 -1.21 -0.08
Br 3.46 3.56 5.13
S -2.34 0.23 -0.68
O 1.73 -0.47 2.23
O -0.58 0.63 1.80
N -2.08 2.54 1.86
N -0.18 1.95 -1.21
N -1.80 4.35 3.12
N -0.10 -3.64 -0.55
N -0.17 -4.52 0.37
N 0.70 0.95 -0.90
N 2.51 -1.06 -0.57
N -2.25 2.72 -1.50
N -0.44 -2.73 1.96
N -0.04 -1.75 -2.54
C 2.96 0.17 -0.88
C 2.48 1.41 3.58
C -5.12 5.33 1.78
C 3.38 -2.06 -0.41
C -1.80 -0.79 -3.95
C -0.06 -5.46 -2.18
C -0.08 1.16 -4.88
C -1.40 1.17 -5.29
C -3.99 5.51 2.56
C -0.48 -0.79 -3.52
C 0.01 2.59 3.06
C -3.04 4.50 2.50
C 0.38 0.19 -4.00
C 1.94 1.24 -1.11
C -4.34 3.19 0.94
C -0.34 -5.00 2.68
C -0.63 -3.25 4.29
C 4.74 -1.91 -0.54
C 4.32 0.40 -1.01
C -5.30 4.19 0.98
C -0.10 -3.04 -2.87
C -0.31 -4.04 1.68
C -0.06 -4.06 -1.83
C 1.54 0.75 2.81
C -0.22 -4.84 -4.50
C 5.21 -0.64 -0.84
C -0.60 -2.36 3.25
C -1.29 3.16 2.70
C 2.17 2.66 4.10
C 0.96 3.25 3.85
C -0.50 -4.60 3.99
C -0.22 -3.51 -4.23
C -0.14 -5.84 -3.47
C -3.20 3.37 1.71
C 2.77 -1.28 2.78
C 2.33 2.58 -1.64
C 0.30 1.33 2.56
C -2.26 0.18 -4.83
C -1.48 1.68 -1.15
H -5.90 6.09 1.79
H 3.40 2.76 -1.64
H -0.77 -2.90 5.30
H -6.20 4.09 0.40
H -0.15 -6.89 -3.73
H 6.28 -0.47 -0.95
H 4.68 1.39 -1.25
H -0.02 -6.18 -1.38
H -2.48 -1.55 -3.58
H -0.71 -1.30 3.42
H -3.87 6.39 3.18
H -1.38 4.98 3.77
H -1.43 1.19 1.71
H 5.40 -2.75 -0.42
H 1.42 0.16 -3.70
H -0.28 -5.16 -5.53
H -0.52 -5.34 4.78
H 1.83 3.36 -1.06
H 0.75 4.24 4.24
H -4.46 2.30 0.33
H 1.95 2.69 -2.66
H 3.75 -0.92 2.47
H 3.45 0.97 3.78
H 2.95 -3.04 -0.18
H -0.27 -2.78 -5.02
H -1.75 1.93 -5.98
H -3.30 0.17 -5.15
H -3.24 2.60 -1.59
H 2.62 -2.29 2.39
H -0.25 -6.04 2.40
H 0.61 1.92 -5.24
H -1.81 3.55 -1.87
H 2.70 -1.30 3.86


2.
DFT (the ωB97M-V functional and the def2-TZVPD basis) results for a structure of composition C39H33CrN7O2PS2.

Computed properties:
Net charge: +1
LUMO (spin up / spin down) in eV: -3.63 / -2.81
<S²>: 6.084
2S+1: 5
E_tot in Eh: -4221.8500
HOMO-LUMO gap (spin up / spin down) in hartree: 0.1951 / 0.2762

Atoms and positions in Å:
Cr -0.09 1.01 -1.34
S -4.66 1.14 -1.50
S 0.17 4.66 -4.13
P 0.12 1.63 1.02
O 0.22 -0.64 -3.26
O 0.36 -1.82 1.06
N -2.11 1.13 -1.53
N -0.21 2.87 -2.19
N -3.06 -0.99 -1.15
N 1.99 0.98 -1.23
N 2.00 3.30 -2.73
N 0.39 -2.77 -2.28
N -0.05 -0.96 -1.04
C -1.88 5.02 -0.04
C 2.57 1.59 2.42
C 0.18 -1.44 -2.32
C 0.64 3.60 -2.97
C -1.36 0.09 2.82
C -1.72 4.83 -1.56
C -1.27 2.02 4.82
C -3.42 -5.40 -0.24
C 0.31 -3.29 -0.91
C -2.51 2.47 -1.76
C 1.93 -4.31 0.76
C 4.03 1.07 0.13
C -3.15 0.33 -1.39
C -1.56 -4.11 0.61
C -0.71 1.30 2.60
C -0.19 3.40 0.70
C 1.91 1.45 1.20
C 2.98 -5.17 1.07
C 3.95 1.48 2.49
C -2.76 -4.79 0.82
C -2.87 -5.33 -1.51
C -1.47 3.42 -1.96
C 1.51 -4.17 -0.56
C -1.91 0.81 5.05
C 4.68 1.23 1.34
C 3.18 -5.77 -1.24
C -3.85 2.65 -1.75
C -1.46 3.84 0.72
C 0.24 -1.95 -0.13
C -1.02 -4.03 -0.67
C 2.65 1.17 0.06
C -1.68 -4.65 -1.73
C 3.61 -5.90 0.07
C 0.89 4.27 0.22
C -1.96 -0.15 4.05
C 2.14 -4.91 -1.55
C -0.67 2.28 3.60
C -0.77 5.73 -0.85
C 0.62 5.38 -0.46
H -1.38 -0.66 2.05
H 2.56 3.73 -3.47
H -3.17 -4.85 1.82
H -1.24 2.78 5.60
H -2.38 0.62 6.00
H 0.61 -3.30 -3.10
H 1.45 -3.75 1.54
H 4.42 -6.57 0.32
H -2.74 5.59 0.30
H 2.33 0.11 -1.65
H 3.30 -5.26 2.10
H -0.93 6.77 -1.07
H -2.16 -1.40 -0.97
H 4.45 1.60 3.45
H -3.37 -5.81 -2.34
H 5.76 1.14 1.39
H 2.27 3.72 -1.84
H -2.47 -1.09 4.22
H 3.66 -6.34 -2.03
H -4.41 3.55 -1.94
H -2.45 5.36 -2.16
H -4.35 -5.93 -0.07
H 1.83 -4.85 -2.59
H 2.00 1.78 3.32
H 1.92 4.03 0.50
H -0.20 3.24 3.42
H -2.23 3.28 1.24
H -1.28 -4.60 -2.73
H 4.60 0.85 -0.77
H -3.89 -1.54 -1.00
H -1.05 -3.65 1.45
H 2.26 1.73 -1.89
H 1.40 6.09 -0.69